[1]
{"formula": "C15H54N12O12", "method": "wB97M-V/def2-TZVPD", "homo_ev": -8.0, "homo_lumo_gap_ev": 8.32, "spin_multiplicity": 1, "charge": 0, "e_lumo_ev": 0.29, "relative_energy_kj_mol": 942.25, "elements": ["N", "C", "N", "O", "H", "H", "H", "H", "N", "C", "N", "O", "H", "H", "H", "H", "N", "C", "N", "O", "H", "H", "H", "H", "N", "C", "N", "O", "H", "H", "H", "H", "N", "C", "N", "O", "H", "H", "H", "H", "N", "C", "N", "O", "H", "H", "H", "H", "C", "C", "O", "H", "H", "H", "H", "H", "H", "C", "C", "O", "H", "H", "H", "H", "H", "H", "C", "C", "O", "H", "H", "H", "H", "H", "H", "C", "O", "H", "H", "H", "H", "C", "O", "H", "H", "H", "H", "C", "O", "H", "H", "H", "H"], "positions_angstrom": [[-4.1893, -3.0168, -2.1979], [-3.0414, -2.6072, -1.8153], [-2.5158, -3.4332, -0.9950], [-2.5459, -1.4083, -2.2093], [-4.5403, -2.5445, -3.0642], [-4.5543, -3.9867, -2.0346], [-1.5479, -3.1869, -0.7759], [-2.9930, -4.1790, -0.4270], [-5.1860, -0.4739, 2.1007], [-4.1659, -0.8393, 1.4066], [-4.2396, -2.0749, 0.9634], [-3.0730, -0.0434, 1.1654], [-5.2987, 0.5292, 2.2645], [-6.0285, -0.9936, 2.1943], [-3.5589, -2.1542, 0.2396], [-5.1610, -2.4185, 0.6234], [3.8316, 2.5912, 2.8962], [4.0861, 2.1780, 1.6892], [5.3632, 1.9825, 1.4682], [3.1490, 1.9039, 0.7315], [2.8578, 2.6080, 3.1455], [4.5115, 2.7941, 3.6411], [5.5735, 1.2290, 0.7894], [6.1243, 2.0782, 2.1555], [2.4081, -3.0785, -2.8768], [1.5262, -2.1339, -3.0042], [2.1317, -1.0678, -3.4240], [0.1572, -2.1669, -2.8150], [2.1310, -4.0320, -2.7348], [3.4393, -3.0097, -3.1257], [1.4464, -0.2638, -3.5088], [3.1280, -1.0430, -3.8271], [-1.9798, 3.8876, 1.1606], [-2.6574, 3.2748, 0.2853], [-3.6950, 3.9865, 0.2578], [-2.0791, 2.5295, -0.7305], [-1.9856, 3.2549, 2.0024], [-0.9770, 3.8314, 0.9998], [-3.9542, 4.0373, -0.7723], [-4.4554, 3.3534, 0.5677], [4.0565, -2.2243, -0.7506], [4.5480, -1.0249, -0.8570], [4.1103, -0.3888, -1.8956], [5.5131, -0.4745, -0.0364], [4.5330, -2.7282, -0.0537], [3.2815, -2.6586, -1.2642], [4.4769, 0.6215, -1.7861], [3.2576, -0.6179, -2.3942], [-0.0383, 4.6646, -1.9477], [0.8592, 4.2127, -0.8710], [0.6975, 5.0135, 0.2387], [0.3272, 5.5870, -2.3195], [-1.0910, 4.8000, -1.5608], [-0.1350, 3.8813, -2.6853], [1.8967, 4.0367, -1.2774], [0.4620, 3.2855, -0.4714], [1.0984, 5.8754, 0.1104], [0.4312, 2.0499, 2.6504], [-0.7673, 1.2315, 3.0108], [-1.8122, 2.1219, 3.3821], [1.2178, 1.3259, 2.3131], [0.6993, 2.5677, 3.5916], [0.3944, 2.8690, 1.8788], [-0.5541, 0.5989, 3.8511], [-0.9797, 0.6055, 2.2671], [-1.6098, 2.3197, 4.3731], [1.8568, -4.0934, 1.5636], [1.2055, -3.2094, 0.4749], [-0.2247, -3.0540, 0.6990], [2.9398, -4.0741, 1.4966], [1.6016, -5.1125, 1.4039], [1.6171, -3.8078, 2.5794], [1.4255, -3.4818, -0.6261], [1.6285, -2.2315, 0.5667], [-0.4133, -2.2257, 0.2915], [-1.7465, -2.1378, 3.1615], [-0.6693, -2.5168, 4.0561], [-2.3054, -1.3573, 3.6501], [-2.3757, -3.0057, 2.7688], [-1.2788, -1.6164, 2.3369], [-0.9484, -3.0659, 4.7974], [-0.6549, 0.0964, -4.8809], [-0.9762, 0.4658, -3.5612], [-0.2260, 0.9609, -5.3728], [-1.5943, -0.0996, -5.4819], [0.1161, -0.6383, -5.0016], [-1.2226, -0.3047, -2.9767], [0.2960, 0.2344, -0.4219], [-0.6318, -0.6666, -0.0004], [1.0345, 0.3123, 0.3237], [-0.0925, 1.2671, -0.4909], [0.7789, 0.1182, -1.3677], [-1.4548, -0.2005, 0.1056]], "lowdin_charge": [0.138, -0.699, 0.165, -0.058, 0.149, 0.139, 0.092, 0.161, 0.182, -0.596, 0.167, -0.071, 0.135, 0.108, 0.050, 0.136, 0.163, -0.623, 0.138, -0.111, 0.073, 0.129, 0.068, 0.119, 0.121, -0.604, 0.109, -0.054, 0.126, 0.165, 0.148, 0.175, 0.139, -0.671, 0.111, -0.062, 0.107, 0.061, 0.149, 0.126, 0.181, -0.610, 0.156, -0.137, 0.100, 0.062, 0.173, 0.004, -0.091, -0.372, -0.075, 0.059, 0.089, 0.077, 0.135, 0.071, 0.092, -0.079, -0.307, -0.113, 0.080, 0.081, 0.079, 0.115, 0.032, 0.152, -0.058, -0.258, -0.120, 0.055, 0.053, 0.070, 0.101, 0.085, -0.025, -0.155, -0.134, 0.064, 0.097, 0.040, 0.067, -0.198, -0.147, 0.066, 0.096, 0.038, 0.040, -0.150, -0.110, 0.049, 0.077, 0.057, 0.044]}

***

[2]
{"formula": "C2H10NO2S", "method": "wB97M-V/def2-TZVPD", "homo_ev": -2.4, "homo_lumo_gap_ev": 5.83, "spin_multiplicity": 1, "charge": -1, "e_lumo_ev": 3.40, "relative_energy_kj_mol": 95.88, "elements": ["C", "C", "S", "N", "H", "H", "H", "H", "H", "H", "H", "H", "O", "H", "H", "O"], "positions_angstrom": [[1.0925, -0.5610, -0.3420], [0.5794, 0.5596, -1.2330], [-1.0937, 1.0551, -0.6060], [0.2100, -1.6624, -0.0617], [1.4592, -0.1553, 0.6280], [2.0414, -0.9211, -0.7980], [0.4374, 0.2587, -2.2986], [1.3122, 1.3721, -1.3509], [0.0318, -2.1682, -0.9156], [-0.5700, -1.3136, 0.4785], [0.5813, -3.7036, 1.7610], [0.7421, -5.2816, 1.9375], [1.1751, -4.4595, 1.6701], [-2.6199, 4.9323, 0.2594], [-2.6784, 6.1863, 0.9007], [-2.7003, 5.8623, -0.0296]], "nbo_charge": [-0.226, -0.532, -0.761, -0.883, 0.171, 0.152, 0.167, 0.177, 0.352, 0.391, 0.495, 0.458, -0.959, 0.480, 0.449, -0.931]}

***

[3]
{"formula": "C35H35F10N3O5Si2W", "method": "wB97M-V/def2-TZVPD", "homo_ev": -7.9, "homo_lumo_gap_ev": 6.70, "spin_multiplicity": 1, "charge": 0, "e_lumo_ev": -1.21, "relative_energy_kj_mol": 0.00, "elements": ["W", "C", "N", "C", "C", "N", "C", "C", "F", "C", "F", "C", "F", "C", "F", "C", "F", "C", "C", "N", "C", "C", "F", "C", "F", "C", "F", "C", "F", "C", "F", "H", "H", "H", "H", "H", "H", "H", "H", "H", "H", "H", "O", "C", "O", "C", "C", "C", "C", "C", "O", "C", "C", "O", "O", "H", "H", "H", "H", "H", "H", "H", "H", "C", "Si", "C", "C", "C", "C", "C", "C", "C", "Si", "C", "C", "H", "H", "H", "H", "H", "H", "H", "H", "H", "H", "H", "H", "H", "H", "H", "H"], "positions_angstrom": [[-0.5660, -0.3270, -0.3616], [-3.6526, -1.4939, 0.8108], [-3.0046, -0.8242, -0.3326], [-3.6617, 0.4768, -0.5152], [-2.9880, 1.4716, 0.3886], [-1.5138, 1.2606, 0.4613], [-1.0332, 2.4376, 1.1135], [-0.6022, 2.4889, 2.4316], [-0.4528, 1.3818, 3.1487], [-0.2504, 3.6746, 3.0609], [0.2066, 3.6416, 4.3086], [-0.3327, 4.8740, 2.3897], [0.0242, 6.0053, 2.9791], [-0.7998, 4.8754, 1.0874], [-0.9264, 6.0220, 0.4271], [-1.1475, 3.6860, 0.4808], [-1.6758, 3.7834, -0.7384], [-3.1870, -1.6706, -1.5244], [-2.1622, -2.7648, -1.5119], [-0.8548, -2.2443, -1.0906], [0.1457, -3.2102, -1.2722], [0.0965, -4.3057, -2.1555], [-0.9391, -4.5543, -2.9702], [1.1491, -5.1965, -2.3015], [1.0337, -6.1841, -3.1825], [2.3218, -5.0614, -1.5881], [3.3293, -5.9059, -1.7605], [2.4122, -4.0135, -0.6979], [3.4959, -3.8444, 0.0501], [1.3470, -3.1516, -0.5696], [1.4603, -2.2187, 0.3868], [-4.6914, -1.7228, 0.5496], [-3.6456, -0.8379, 1.6718], [-3.1416, -2.4217, 1.0566], [-4.7238, 0.3935, -0.2671], [-3.5728, 0.7755, -1.5524], [-3.3892, 1.4309, 1.4079], [-3.2053, 2.4667, 0.0100], [-4.2023, -2.0794, -1.5433], [-3.0443, -1.0584, -2.4039], [-2.1126, -3.1472, -2.5274], [-2.4552, -3.5991, -0.8615], [-1.0670, -0.8463, -3.9250], [-0.8693, 0.1533, -3.2714], [-1.4210, 0.3802, -2.0929], [0.0572, 1.2648, -3.7607], [-0.1855, 2.6282, -3.1048], [0.5368, 3.7180, -3.9071], [2.0088, 3.4756, -3.4903], [1.8509, 2.2839, -2.5403], [0.6017, 2.5465, -1.9031], [1.5527, 1.0098, -3.3623], [1.7993, -0.2541, -2.5757], [2.6726, -1.0355, -2.8325], [0.9332, -0.4885, -1.5811], [-0.0497, 1.2986, -4.8443], [-1.2201, 2.8307, -2.8603], [0.1927, 4.7064, -3.6066], [0.3716, 3.6109, -4.9786], [2.4124, 4.3290, -2.9473], [2.6736, 3.2594, -4.3253], [2.6343, 2.1840, -1.7932], [2.2046, 0.9499, -4.2308], [3.2713, 0.0270, 0.0305], [1.6932, 0.5899, 0.9038], [2.0376, 2.4515, 1.0730], [1.8124, -0.1973, 2.6099], [2.9207, 0.0852, 3.4141], [3.0983, -0.5423, 4.6362], [2.1645, -1.4755, 5.0687], [1.0569, -1.7510, 4.2830], [0.8611, -1.1108, 3.0553], [-0.7260, -1.4672, 2.0847], [-0.8610, -3.3609, 2.0070], [-2.0864, -0.9593, 3.3279], [4.0487, 0.1914, 0.7855], [3.5472, 0.6300, -0.8346], [3.3102, -1.0174, -0.2707], [3.0988, 2.5696, 0.8324], [1.9020, 2.7866, 2.1012], [1.4786, 3.1030, 0.4027], [3.6667, 0.8046, 3.0877], [3.9629, -0.3128, 5.2470], [2.2990, -1.9822, 6.0167], [0.3313, -2.4747, 4.6443], [-1.3027, -3.6986, 2.9496], [0.1236, -3.8242, 1.9233], [-1.4767, -3.7569, 1.1968], [-1.5939, -0.9440, 4.3034], [-2.8847, -1.7021, 3.3801], [-2.5309, 0.0249, 3.1817]], "lowdin_charge": [1.739, -0.077, -0.258, -0.172, -0.172, -0.179, -0.198, -0.190, 0.107, -0.159, 0.139, -0.139, 0.145, -0.137, 0.135, -0.165, 0.111, -0.171, -0.186, -0.127, -0.143, -0.115, 0.084, -0.139, 0.132, -0.141, 0.138, -0.138, 0.141, -0.173, 0.008, 0.107, 0.053, 0.068, 0.137, 0.118, 0.122, 0.119, 0.137, 0.103, 0.117, 0.122, 0.122, -0.541, -0.225, -0.076, -0.253, -0.082, -0.082, -0.250, -0.084, -0.067, -0.510, 0.141, -0.280, 0.159, 0.146, 0.115, 0.117, 0.117, 0.118, 0.138, 0.161, -0.174, 0.641, -0.166, -0.322, -0.095, -0.083, -0.082, -0.100, -0.333, 0.582, -0.197, -0.212, 0.043, 0.026, 0.027, 0.044, 0.034, 0.023, 0.101, 0.101, 0.101, 0.101, 0.036, 0.034, 0.008, 0.033, 0.029, 0.014]}

***

[4]
{"formula": "C3H4IN4", "method": "wB97M-V/def2-TZVPD", "homo_ev": -4.7, "homo_lumo_gap_ev": 7.60, "spin_multiplicity": 1, "charge": -1, "e_lumo_ev": 2.89, "relative_energy_kj_mol": 15.45, "elements": ["C", "C", "C", "N", "N", "N", "N", "I", "H", "H", "H", "H"], "positions_angstrom": [[-0.2694, -0.7351, 0.1692], [0.7458, 1.3808, -0.2820], [-0.2958, 0.6892, 0.3924], [-0.1004, -2.8490, 0.4172], [-0.1345, -1.6863, 1.0554], [-0.2995, -1.3709, -1.0910], [-0.1353, -2.6224, -0.8762], [-2.4004, 1.5119, -0.0339], [1.0089, 1.1127, -1.3225], [1.6499, 1.0967, 0.2753], [0.5102, 2.4023, -0.1988], [-0.2795, 1.0700, 1.4949]], "nbo_charge": [0.076, -0.654, -0.168, -0.196, -0.332, -0.351, -0.139, -0.132, 0.231, 0.223, 0.205, 0.236]}

***

[5]
{"formula": "C3H8OS", "method": "wB97M-V/def2-TZVPD", "homo_ev": [-7.8, -7.7], "homo_lumo_gap_ev": [7.48, 6.87], "spin_multiplicity": 1, "charge": 0, "e_lumo_ev": [-0.34, -0.79], "relative_energy_kj_mol": 694.70, "elements": ["C", "C", "C", "O", "S", "H", "H", "H", "H", "H", "H", "H", "H"], "positions_angstrom": [[-1.3749, -1.2315, -0.5697], [-1.3829, 1.4020, -0.0876], [2.2003, 0.1303, -0.0422], [-0.4479, -0.3462, 1.5493], [-0.3509, -0.0072, -0.0652], [-1.8032, -1.9579, 0.0209], [-1.5402, -1.1309, -1.6034], [-0.9370, 2.3582, -0.2526], [-2.3885, 1.2961, -0.4669], [2.6592, -0.0603, 0.9559], [2.2840, -0.7158, -0.7657], [2.7369, 1.0010, -0.5909], [0.3452, -0.7379, 1.9180]], "nbo_charge": [-0.664, -0.852, -0.672, -0.895, 1.196, 0.218, 0.203, 0.205, 0.214, 0.183, 0.180, 0.196, 0.487]}

***

[6]
{"formula": "C39H38F6KN7OS2", "method": "wB97M-V/def2-TZVPD", "homo_ev": -6.5, "homo_lumo_gap_ev": 6.47, "spin_multiplicity": 1, "charge": 0, "e_lumo_ev": -0.07, "elements": ["K", "C", "C", "N", "C", "C", "N", "C", "C", "N", "C", "C", "N", "C", "C", "C", "C", "C", "C", "C", "N", "H", "H", "H", "H", "H", "H", "H", "H", "H", "H", "H", "H", "H", "H", "H", "H", "H", "H", "H", "H", "H", "H", "H", "S", "C", "C", "C", "C", "C", "C", "N", "C", "C", "C", "C", "C", "C", "C", "C", "N", "C", "C", "C", "C", "C", "S", "C", "H", "H", "H", "H", "H", "H", "H", "H", "H", "H", "H", "H", "C", "C", "O", "C", "F", "F", "F", "C", "F", "F", "F", "H", "H", "H"], "positions_angstrom": [[-1.4573, 1.4064, 0.5134], [-0.7886, 0.3532, 5.3914], [-0.7793, 0.8542, 3.9691], [-1.7591, 0.8732, 3.1673], [-3.0505, 0.3013, 3.4829], [-3.7251, -0.1114, 2.1799], [-2.8416, -1.0063, 1.4495], [-3.3405, -1.5365, 0.1870], [-2.1840, -2.0637, -0.6539], [-1.3034, -0.9460, -1.0184], [0.0172, 0.2307, -2.6292], [1.2982, 0.5952, -1.8955], [1.1310, 0.8637, -0.4809], [1.9437, 1.6500, 0.0961], [3.0334, 2.3986, -0.6275], [1.8030, 1.8108, 1.5842], [2.7919, 2.4080, 2.3624], [2.6127, 2.4848, 3.7329], [1.4584, 1.9721, 4.2956], [0.5143, 1.4033, 3.4471], [0.6979, 1.3143, 2.1343], [-1.6541, -0.2684, 5.6000], [-0.8238, 1.2041, 6.0757], [0.1171, -0.2127, 5.6090], [-3.6763, 1.0429, 3.9883], [-2.9824, -0.5716, 4.1433], [-3.9009, 0.7778, 1.5651], [-4.7112, -0.5386, 2.4139], [-2.5267, -1.7639, 2.0446], [-3.8379, -0.7215, -0.3459], [-4.0788, -2.3404, 0.3170], [-2.5706, -2.5420, -1.5519], [-1.6295, -2.8211, -0.0864], [-0.5053, -0.9682, -0.3722], [-0.7521, 0.9881, -2.4793], [0.2551, 0.1684, -3.6912], [1.6902, 1.4556, -2.4473], [2.0312, -0.2101, -2.0179], [2.5754, 3.0271, -1.3932], [3.7195, 1.7051, -1.1171], [3.6035, 3.0593, 0.0146], [3.6956, 2.8059, 1.9288], [3.3670, 2.9477, 4.3556], [1.2924, 2.0318, 5.3621], [4.4707, -4.9467, 2.2234], [5.2637, -4.3711, 3.6273], [4.9537, -3.0717, 3.8789], [4.0756, -2.5244, 2.9044], [3.7301, -3.4165, 1.9299], [2.8501, -3.1940, 0.7805], [1.7341, -2.3547, 0.8972], [0.9162, -2.0640, -0.0874], [1.1264, -2.5835, -1.3243], [2.2140, -3.4744, -1.5343], [2.4501, -3.9952, -2.8474], [1.6604, -3.6427, -3.8777], [0.5483, -2.7375, -3.7207], [-0.2621, -2.4250, -4.8072], [-1.4802, -1.7628, -4.5413], [-1.7361, -1.2449, -3.3171], [-0.6583, -1.0957, -2.3248], [0.3063, -2.2272, -2.4279], [-2.5182, -1.6788, -5.5780], [-2.8507, -2.6134, -6.5133], [-3.9203, -2.2002, -7.3531], [-4.3757, -0.9566, -7.0414], [-3.5028, -0.2735, -5.7387], [3.0556, -3.7607, -0.4646], [5.9085, -5.0274, 4.1881], [5.3457, -2.5149, 4.7175], [3.7373, -1.4968, 2.9040], [1.4940, -1.9108, 1.8598], [3.2843, -4.6710, -2.9947], [1.8398, -4.0343, -4.8712], [-0.0440, -2.8104, -5.7922], [-2.6579, -0.7641, -3.0327], [-2.3563, -3.5718, -6.5817], [-4.3315, -2.8045, -8.1485], [-5.1671, -0.3992, -7.5152], [3.9059, -4.4168, -0.6223], [-0.8407, 4.6750, 2.3664], [-0.9994, 4.8213, 0.8380], [-1.0301, 3.6561, 0.1911], [0.2064, 5.6674, 0.3331], [0.1531, 5.9398, -0.9779], [1.3574, 4.9720, 0.5327], [0.3721, 6.8469, 0.9737], [-2.3108, 5.6101, 0.5755], [-2.5610, 5.7982, -0.7262], [-2.3523, 6.8275, 1.1645], [-3.3617, 4.9142, 1.0744], [0.1158, 4.1874, 2.5594], [-1.6354, 4.0072, 2.7035], [-0.8930, 5.6033, 2.9353]], "lowdin_charge": [0.784, -0.012, -0.272, 0.043, -0.204, -0.239, -0.098, -0.209, -0.178, -0.023, -0.056, -0.171, 0.064, -0.263, -0.011, -0.201, 0.000, -0.038, -0.008, -0.225, 0.132, 0.064, 0.094, 0.089, 0.133, 0.109, 0.105, 0.122, 0.123, 0.122, 0.121, 0.115, 0.119, 0.056, 0.138, 0.138, 0.119, 0.135, 0.095, 0.095, 0.063, 0.105, 0.114, 0.111, 1.042, -0.422, -0.189, -0.131, -0.500, -0.220, -0.066, 0.098, -0.157, -0.145, -0.026, -0.016, -0.173, -0.035, -0.267, -0.065, -0.152, -0.060, -0.486, -0.121, -0.186, -0.420, 1.050, 0.024, 0.062, 0.100, 0.107, 0.121, 0.115, 0.115, 0.106, 0.116, 0.113, 0.100, 0.062, 0.117, 0.014, -0.545, -0.321, -0.540, 0.148, 0.114, 0.129, -0.549, 0.149, 0.128, 0.120, 0.073, 0.083, 0.089]}

***

> What is the charge in the sixth record?

0

***

> Which value of charge does entry 1 give?

0